{"formula": "C42H47F6N5OZr", "method": "wB97M-V/def2-TZVPD", "homo_ha": -0.4864, "lumo_energy_ev": -6.6, "max_force_ev_per_a": 1.49, "total_energy_ev": -71393.5068, "total_charge": 2, "species": ["Zr", "C", "C", "C", "C", "C", "C", "N", "C", "C", "C", "C", "C", "N", "C", "C", "C", "C", "C", "C", "N", "H", "H", "H", "H", "H", "H", "H", "H", "H", "H", "H", "H", "H", "H", "H", "C", "C", "C", "C", "C", "C", "C", "C", "C", "C", "C", "C", "N", "C", "C", "C", "C", "C", "N", "C", "C", "C", "C", "H", "H", "H", "H", "H", "H", "H", "H", "H", "H", "H", "H", "H", "H", "H", "H", "H", "H", "H", "H", "H", "H", "H", "H", "H", "H", "H", "H", "H", "C", "C", "O", "C", "F", "F", "F", "C", "F", "F", "F", "H", "H", "H"], "positions_angstrom": [[-0.0174, 0.5944, 0.5286], [2.1854, -1.4390, -2.5441], [1.9233, -2.2371, -1.3031], [2.0935, -3.6208, -1.3733], [1.9654, -4.3945, -0.2418], [1.7369, -3.7581, 0.9660], [1.6096, -2.3792, 0.9701], [1.6408, -1.6263, -0.1421], [1.5420, -1.6265, 2.2482], [1.9088, -2.2088, 3.4510], [1.9453, -1.4374, 4.5960], [1.7075, -0.0764, 4.5073], [1.3872, 0.4695, 3.2779], [1.2258, -0.3161, 2.1852], [1.2863, 1.9407, 3.0658], [1.5942, 2.8297, 4.0718], [1.6114, 4.1915, 3.7925], [1.3104, 4.6059, 2.5205], [0.9588, 3.6714, 1.5450], [0.5534, 4.1957, 0.2028], [0.9712, 2.3540, 1.8108], [3.2539, -1.2141, -2.5904], [1.6465, -0.5019, -2.5719], [1.9435, -2.0236, -3.4291], [2.3343, -4.0712, -2.3264], [2.0657, -5.4703, -0.2883], [1.6474, -4.3343, 1.8744], [2.1929, -3.2482, 3.4894], [2.2051, -1.8838, 5.5465], [1.7955, 0.5411, 5.3855], [1.8452, 2.4894, 5.0627], [1.8658, 4.9051, 4.5643], [1.3195, 5.6543, 2.2558], [-0.3914, 4.7252, 0.2945], [0.4423, 3.4248, -0.5520], [1.2920, 4.9155, -0.1476], [-1.5959, -3.0119, 2.2197], [-2.5192, -2.0832, 1.4257], [-3.8903, -2.0833, 2.1164], [-2.5976, -2.5232, -0.0262], [-3.3997, -3.6270, -0.2901], [-3.5399, -4.1405, -1.5638], [-2.8218, -3.5742, -2.5944], [-1.9719, -2.4907, -2.3929], [-1.1456, -2.0769, -3.6087], [-0.4032, -3.2773, -4.2083], [-2.0052, -1.4189, -4.6933], [-1.9038, -1.9238, -1.0970], [-1.0643, -0.7637, -0.8912], [-1.0557, 0.1363, -1.8515], [-0.0702, 1.1522, -1.9917], [0.1124, 1.9999, -3.0916], [1.3897, 2.5301, -2.9748], [1.9625, 2.0351, -1.7917], [1.0770, 1.2224, -1.1715], [3.3789, 2.2489, -1.3060], [4.3144, 1.9652, -2.4957], [3.6117, 3.6959, -0.8499], [3.7200, 1.2915, -0.1647], [-1.4457, -2.6387, 3.2359], [-0.6340, -3.1344, 1.7330], [-2.0453, -4.0036, 2.2932], [-2.1249, -1.0631, 1.4679], [-4.2044, -3.1024, 2.3391], [-4.6705, -1.6296, 1.5072], [-3.8360, -1.5599, 3.0709], [-3.9423, -4.0895, 0.5220], [-4.1915, -4.9841, -1.7466], [-2.9050, -3.9953, -3.5871], [-0.3720, -1.3694, -3.3048], [-1.0856, -3.9687, -4.7011], [0.1367, -3.8350, -3.4427], [0.3054, -2.9376, -4.9658], [-2.7499, -2.1239, -5.0650], [-1.3872, -1.1140, -5.5388], [-2.5539, -0.5445, -4.3376], [-1.8477, 0.1378, -2.5940], [-0.5818, 2.1323, -3.9075], [1.8716, 3.1919, -3.6761], [4.1770, 2.6929, -3.2954], [4.1487, 0.9704, -2.9093], [5.3504, 2.0298, -2.1622], [3.2297, 4.4149, -1.5759], [4.6827, 3.8695, -0.7397], [3.1481, 3.8906, 0.1179], [3.5960, 0.2497, -0.4616], [3.0956, 1.4758, 0.7129], [4.7578, 1.4418, 0.1346], [-3.9081, 1.0466, 2.1326], [-2.8039, 1.9476, 1.6163], [-1.6123, 1.2248, 1.4178], [-3.2586, 2.5687, 0.2750], [-4.1841, 3.4974, 0.4593], [-2.2371, 3.1294, -0.3983], [-3.7582, 1.6174, -0.5260], [-2.5293, 3.0415, 2.6768], [-3.6510, 3.5392, 3.1780], [-1.8184, 2.5098, 3.6827], [-1.8147, 4.0645, 2.1818], [-4.0563, 0.2311, 1.4345], [-4.8380, 1.6040, 2.2291], [-3.6325, 0.6506, 3.1077]], "atomic_forces_ev_per_a": [[1.11, -0.99, -0.08], [-0.01, -0.01, 0.01], [0.00, 0.02, 0.00], [-0.01, 0.00, 0.00], [0.00, -0.02, -0.01], [-0.01, 0.03, 0.02], [0.02, 0.02, -0.01], [-0.11, 0.01, 0.18], [0.00, -0.02, -0.03], [-0.01, -0.02, 0.01], [-0.01, 0.01, -0.01], [0.01, -0.02, -0.03], [-0.12, 0.13, 0.04], [-0.10, 0.28, 0.22], [0.07, -0.04, -0.04], [0.01, -0.04, 0.01], [0.01, -0.02, 0.01], [-0.03, 0.01, -0.01], [0.03, -0.02, -0.04], [-0.09, -0.01, 0.02], [-0.17, 0.04, 0.00], [0.01, 0.03, 0.01], [-0.02, 0.03, 0.00], [0.00, 0.00, 0.00], [-0.01, 0.00, -0.01], [0.00, 0.00, 0.00], [0.00, 0.00, 0.00], [-0.01, 0.00, 0.01], [0.00, 0.00, 0.00], [0.01, 0.02, 0.01], [0.00, -0.02, 0.02], [0.00, 0.00, 0.00], [-0.01, 0.00, 0.00], [-0.09, 0.03, 0.03], [-0.06, 0.03, 0.04], [-0.07, -0.02, 0.00], [-0.02, 0.00, 0.01], [-0.01, -0.01, -0.01], [-0.01, -0.10, 0.01], [-0.01, 0.00, -0.01], [0.00, 0.01, 0.01], [0.00, 0.01, 0.00], [-0.01, -0.01, 0.01], [0.01, 0.00, -0.02], [0.00, 0.02, 0.01], [0.00, 0.01, 0.00], [0.00, -0.01, -0.01], [0.04, -0.08, 0.00], [-0.17, 0.18, -0.05], [-0.18, 0.10, 0.04], [-0.29, 0.29, 0.12], [0.10, -0.02, 0.01], [-0.02, 0.02, 0.02], [0.02, -0.07, -0.04], [-0.15, 0.00, -0.04], [0.01, -0.01, 0.01], [-0.01, 0.01, 0.01], [0.05, 0.01, 0.03], [-0.01, 0.01, 0.01], [0.00, 0.00, 0.00], [0.05, 0.00, -0.02], [0.01, 0.00, 0.00], [0.02, 0.00, 0.00], [0.00, -0.01, -0.01], [0.00, -0.04, 0.01], [-0.01, -0.05, -0.02], [0.00, 0.00, 0.01], [0.00, 0.00, 0.00], [0.00, 0.00, 0.00], [-0.01, -0.01, 0.00], [0.00, -0.01, 0.00], [0.01, -0.01, 0.01], [0.00, 0.00, 0.00], [0.00, 0.00, 0.00], [0.00, 0.00, 0.00], [0.00, 0.01, 0.00], [0.02, 0.00, -0.03], [0.00, 0.00, 0.00], [0.00, -0.01, -0.01], [-0.01, 0.00, 0.00], [-0.01, -0.02, 0.00], [0.00, 0.00, 0.00], [0.01, 0.00, -0.01], [0.00, -0.01, 0.00], [0.06, -0.02, -0.04], [0.00, -0.01, -0.01], [0.02, -0.01, -0.01], [0.00, 0.00, 0.00], [-0.04, 0.04, -0.01], [0.03, -0.10, 0.20], [-0.22, 0.38, -0.51], [0.13, 0.02, -0.09], [-0.10, 0.01, 0.06], [0.14, -0.05, 0.08], [0.04, -0.07, -0.01], [0.03, 0.05, -0.06], [-0.01, 0.00, 0.01], [0.02, -0.02, 0.03], [0.07, 0.00, -0.06], [0.01, 0.13, 0.04], [-0.01, -0.01, 0.01], [0.00, 0.02, -0.01]], "mulliken_charge": [0.14, -1.47, 0.67, -0.77, -1.55, -0.63, 0.52, 0.81, 0.60, -0.91, -1.38, -1.22, 0.68, 0.91, 0.69, -0.60, -1.38, -1.08, -0.03, -1.04, 1.67, 0.48, 0.02, 0.34, 0.61, 0.49, 0.47, 0.51, 0.49, 0.53, 0.54, 0.49, 0.63, 0.50, -0.15, 0.67, -1.77, 2.45, -2.39, 1.18, -0.76, -1.62, -0.43, 0.85, 1.88, -1.83, -1.66, -0.88, 1.37, -0.97, 1.14, -1.73, -1.08, -0.70, 0.81, 2.52, -1.63, -1.63, -1.71, 0.44, 0.25, 0.53, -0.90, 0.63, 0.52, 0.39, 0.40, 0.42, 0.43, -1.06, 0.47, 0.33, 0.46, 0.40, 0.44, 0.34, 0.50, 0.69, 0.64, 0.40, 0.28, 0.46, 0.31, 0.56, 0.16, 0.06, 0.11, 0.62, -2.13, 0.94, 0.66, 0.32, -0.28, -0.16, -0.25, 0.34, -0.27, -0.25, -0.21, 0.48, 0.49, 0.38]}



{"formula": "C5H7F", "method": "wB97M-V/def2-TZVPD", "homo_ha": -0.3590, "lumo_energy_ev": 1.0, "smiles": "C#CC.C=CF", "max_force_ev_per_a": 3.98, "total_energy_ev": -8011.9799, "total_charge": 0, "species": ["C", "C", "C", "C", "C", "F", "H", "H", "H", "H", "H", "H", "H"], "positions_angstrom": [[-1.2568, -0.0456, 1.8035], [-0.2871, 0.6806, 1.7540], [-0.5515, -0.9124, -2.2977], [0.5084, -1.2345, -1.5727], [0.8178, 1.5753, 1.5274], [0.4041, -2.3534, -0.8396], [-2.0153, -0.7653, 1.9769], [-1.4896, -1.4200, -2.2902], [-0.7864, -0.1563, -2.9244], [1.3055, -0.5235, -1.5477], [1.8437, 1.2028, 1.9846], [0.6454, 2.4982, 1.9548], [0.8617, 1.4542, 0.4712]], "atomic_forces_ev_per_a": [[1.43, 0.75, 0.23], [-1.83, -1.47, 0.86], [-0.36, -2.02, 1.42], [-2.61, 0.64, -1.31], [2.35, -3.11, 0.80], [1.09, 0.32, 0.37], [-0.22, 0.00, -0.12], [-0.21, -1.44, 0.62], [0.88, 3.11, -1.76], [1.20, -0.60, 0.68], [-2.13, 0.43, -0.89], [-0.39, 2.24, 0.23], [0.78, 1.16, -1.11]], "mulliken_charge": [0.03, -0.19, -0.71, 0.05, -1.05, -0.24, 0.41, 0.25, 0.30, 0.34, 0.24, 0.33, 0.23]}



{"formula": "C23H22IN4O4Ru", "method": "wB97M-V/def2-TZVPD", "homo_ha": [-0.2711, -0.2731], "lumo_energy_ev": [0.1, -0.2], "max_force_ev_per_a": 0.77, "spin_multiplicity": 2, "total_energy_ev": -49043.2732, "total_charge": 0, "species": ["Ru", "O", "C", "C", "C", "C", "C", "C", "C", "N", "C", "C", "N", "C", "C", "C", "C", "C", "C", "C", "O", "H", "H", "H", "H", "H", "H", "H", "H", "H", "H", "H", "H", "H", "H", "I", "O", "C", "N", "C", "O", "C", "C", "C", "C", "N", "C", "H", "H", "H", "H", "H", "H", "H", "H"], "positions_angstrom": [[1.0339, 0.4552, 0.8726], [-0.3283, 1.9116, 0.7632], [-0.5446, 2.8504, 1.6567], [-1.0286, 4.0959, 1.2275], [-1.3402, 5.0830, 2.1360], [-1.2025, 4.8736, 3.5114], [-0.7374, 3.6558, 3.9498], [-0.3969, 2.6391, 3.0460], [0.1385, 1.4132, 3.5772], [0.6440, 0.4645, 2.8849], [1.3743, -0.6081, 3.5656], [1.4214, -1.8046, 2.6352], [1.8820, -1.3314, 1.3333], [2.7531, -1.9858, 0.6512], [3.2105, -1.6516, -0.6616], [4.1895, -2.4952, -1.2345], [4.6817, -2.2819, -2.4910], [4.1913, -1.1845, -3.2250], [3.2465, -0.3436, -2.7059], [2.7111, -0.5389, -1.4042], [1.8143, 0.2898, -0.9916], [-1.1341, 4.2578, 0.1629], [-1.6959, 6.0400, 1.7743], [-1.4496, 5.6561, 4.2150], [-0.6147, 3.4715, 5.0114], [0.1493, 1.3176, 4.6648], [0.9244, -0.8575, 4.5290], [2.3927, -0.2424, 3.7261], [0.4047, -2.1941, 2.5118], [2.0564, -2.6047, 3.0231], [3.1619, -2.8975, 1.0925], [4.5506, -3.3321, -0.6457], [5.4327, -2.9353, -2.9123], [4.5736, -0.9974, -4.2213], [2.8757, 0.5053, -3.2648], [3.0226, 2.0874, 1.4615], [-4.8478, -2.0937, -3.6999], [-4.9344, -1.0342, -2.7503], [-4.1727, 0.0799, -3.2005], [-2.8710, 0.3973, -2.9041], [-2.3755, 1.4283, -3.3024], [-2.0906, -0.5435, -2.0312], [-1.9678, -1.9001, -2.2883], [-1.1587, -2.6563, -1.4562], [-0.5103, -2.0325, -0.4090], [-0.6098, -0.7220, -0.1661], [-1.3750, 0.0094, -0.9771], [-5.5264, -2.7475, -3.5002], [-4.5578, -1.3546, -1.7770], [-5.9745, -0.7208, -2.6383], [-4.5930, 0.7059, -3.8705], [-2.4866, -2.3510, -3.1239], [-1.0209, -3.7161, -1.6175], [0.1182, -2.6007, 0.2605], [-1.4094, 1.0711, -0.7728]], "atomic_forces_ev_per_a": [[-0.68, -0.36, 0.00], [0.31, 0.31, -0.33], [-0.10, -0.17, 0.05], [-0.06, 0.10, 0.03], [0.00, -0.02, -0.05], [0.02, -0.04, 0.03], [-0.04, 0.07, -0.01], [0.07, -0.04, -0.01], [-0.02, 0.01, 0.03], [0.07, -0.10, -0.04], [0.01, 0.03, -0.02], [-0.03, 0.03, -0.04], [0.28, 0.20, 0.15], [-0.10, -0.03, -0.09], [-0.02, 0.02, 0.04], [0.00, 0.00, -0.01], [-0.01, 0.00, 0.01], [0.00, 0.00, 0.00], [0.00, -0.02, -0.02], [-0.01, -0.05, 0.05], [-0.09, 0.25, -0.06], [0.00, -0.01, 0.00], [0.00, 0.00, 0.00], [0.00, 0.00, 0.00], [0.01, -0.01, 0.00], [0.00, 0.00, -0.01], [-0.04, -0.01, -0.02], [0.00, -0.02, 0.03], [0.03, -0.05, 0.03], [0.04, 0.04, 0.01], [0.01, 0.01, 0.00], [0.00, 0.00, 0.00], [0.00, 0.00, 0.00], [0.00, 0.00, 0.00], [0.00, 0.00, 0.00], [0.13, -0.16, 0.12], [0.03, 0.00, 0.02], [0.00, 0.00, -0.01], [0.07, -0.06, -0.06], [-0.09, 0.07, 0.12], [0.03, -0.01, -0.04], [-0.03, -0.03, -0.03], [-0.03, 0.01, 0.00], [-0.02, -0.01, 0.03], [-0.09, -0.02, 0.07], [0.35, 0.08, 0.03], [-0.09, 0.00, 0.02], [0.00, 0.01, 0.00], [0.01, -0.01, 0.00], [0.00, 0.01, 0.01], [0.00, 0.01, 0.01], [-0.02, -0.01, -0.01], [0.00, 0.00, 0.00], [0.06, 0.01, -0.02], [0.03, -0.01, -0.04]], "lowdin_spin": [0.83, 0.09, 0.01, 0.01, 0.00, 0.00, 0.00, 0.01, 0.00, 0.00, 0.00, 0.00, 0.01, 0.00, 0.00, 0.00, 0.00, 0.00, 0.00, 0.00, 0.04, 0.00, 0.00, 0.00, 0.00, 0.00, 0.00, 0.00, 0.00, 0.00, 0.00, 0.00, 0.00, 0.00, 0.00, 0.00, 0.00, 0.00, 0.00, 0.00, 0.00, 0.00, 0.00, 0.00, 0.00, 0.00, 0.00, 0.00, 0.00, 0.00, 0.00, 0.00, 0.00, 0.00, 0.00]}